# 1
Molecular formula: C18H28BrCl2F3N4O3P
Method: DFT, ωB97M-V/def2-TZVPD

```
60
Properties=species:S:1:pos:R:3:lowdin_charge:R:1
Cl 3.810 2.486 1.702 0.5512
F 2.298 0.889 -3.088 0.0770
O -1.258 -1.429 2.075 -0.3775
H -1.441 -1.585 1.128 0.0333
H -0.860 -3.997 2.638 0.0831
H 0.121 4.110 1.028 0.0936
F 1.691 -1.686 -3.828 0.1748
H -3.921 0.484 0.925 0.0487
H 6.070 1.979 2.108 0.0777
H 0.890 2.815 4.799 0.0635
C 0.468 -3.895 1.003 -0.0674
C -1.465 -2.882 -1.681 -0.1424
H 5.974 3.787 0.325 0.0712
H -1.695 -3.704 -2.357 0.1320
H 5.344 0.858 0.953 0.0675
C 5.432 1.906 1.229 -0.6446
H 2.027 2.495 -0.991 0.1035
C 0.122 1.769 2.967 -0.2373
H -1.934 -0.789 -2.016 0.0855
H -0.915 0.643 -1.005 0.0941
C 1.955 -1.320 -2.597 -0.3313
C -2.459 -1.738 -1.893 -0.1553
C 0.630 2.403 3.848 0.1513
H 1.517 -3.844 0.728 0.1165
P -1.982 -0.099 2.602 0.6407
O -0.377 -5.246 -0.744 0.1669
C 5.996 2.724 0.100 -0.6413
H 0.826 -3.292 2.975 0.0742
C -3.949 0.864 -0.094 -0.2112
C 0.117 -3.707 2.271 0.0251
F 2.164 -2.360 -1.813 0.1542
N -1.409 0.805 -0.136 0.0744
N 0.494 2.277 0.355 -0.1333
C -0.478 -4.256 -0.083 -0.4777
H -2.613 2.582 0.019 0.1119
H 0.507 4.057 -0.533 0.0966
N -0.658 1.153 2.025 -0.0762
H 2.593 0.366 -0.164 0.1102
Cl 5.075 2.462 -1.410 0.5625
O -1.480 -3.337 -0.313 -0.0486
C 2.012 -0.064 -2.178 -0.2067
C -4.324 -0.259 -1.063 -0.1880
Br -1.468 -0.268 4.711 0.4636
H -4.190 0.063 -2.100 0.1158
C 1.163 1.839 -0.867 -0.1841
H 0.530 1.996 -1.752 0.1341
H -4.285 -2.398 -1.019 0.1235
C 1.693 0.410 -0.782 -0.0900
H 7.025 2.428 -0.094 0.0794
H -3.232 -1.691 0.183 0.0834
H -5.394 -0.432 -0.931 0.1149
H -0.450 -2.547 -1.920 0.1084
C -0.536 1.409 0.755 -0.3404
H -2.973 -1.935 -2.835 0.1251
H 0.965 -0.303 -0.388 0.1113
C -3.575 -1.586 -0.847 -0.1806
C -2.674 1.601 -0.450 -0.1384
H -4.759 1.599 -0.122 0.1221
H -2.678 1.785 -1.526 0.1283
N -0.075 3.605 0.166 0.1210
```

## Properties
Total charge: +1
HOMO level: -12.1 eV
DFT total energy: -143740.80675 eV
Kohn-Sham gap: 8.00 eV

# 2
Molecular formula: C18H28BrFeI2NO3
Method: DFT, ωB97M-V/def2-TZVPD

```
54
Properties=species:S:1:pos:R:3:mulliken_spin:R:1
C 3.552 3.286 2.056 0.0134
H 4.493 1.477 2.754 -0.0007
H -5.879 0.082 -1.819 0.0000
H 3.052 1.915 3.678 0.0012
H 4.047 3.966 2.747 -0.0001
O 5.579 3.285 0.799 0.0092
C -2.700 0.551 -0.561 0.0057
H -4.554 -1.083 -1.765 -0.0001
H 0.993 -3.603 0.972 0.0001
I 6.127 0.690 -0.319 0.0148
H -2.057 -3.421 -1.080 0.0001
H -0.964 -4.439 -0.151 -0.0001
H 2.778 0.021 2.105 -0.0013
H -4.301 2.651 -1.567 0.0000
H -2.180 2.631 -0.787 -0.0015
C 0.117 0.116 -0.586 0.0052
H -1.991 -3.278 0.683 0.0002
C -4.812 0.103 0.707 0.0010
C 3.482 1.884 2.673 -0.0108
C -4.218 0.711 -0.571 0.0003
C -4.637 2.179 -0.643 0.0001
H 6.495 -1.966 -0.342 0.0006
N 2.706 0.986 1.791 0.0450
C 6.014 -1.288 -1.037 -0.0047
C -2.138 -0.721 -0.442 -0.0046
H 0.935 -3.767 -1.548 -0.0003
C -1.393 -3.438 -0.215 -0.0002
H 1.318 -2.048 -1.799 -0.0007
H 2.545 3.648 1.847 -0.0009
C -0.463 1.380 -0.696 -0.0109
H -5.724 2.250 -0.614 0.0000
H 1.470 -1.904 0.886 0.0033
C 0.621 -2.579 0.906 -0.0007
O 3.674 2.862 -0.286 0.0669
H -4.386 0.392 -2.716 0.0000
C -0.777 -0.982 -0.449 -0.0011
C -1.828 1.617 -0.690 -0.0042
H -0.146 -2.729 -2.483 -0.0001
O 1.436 -0.059 -0.615 0.0978
H -4.408 0.594 1.594 0.0000
H 1.718 1.224 1.844 -0.0053
C -0.259 -2.418 -0.340 0.0063
I 3.972 -1.818 -1.179 0.0169
Br 0.727 2.841 -0.853 0.0298
H -2.813 -1.558 -0.341 -0.0015
C 4.359 3.179 0.770 -0.0134
H -5.896 0.224 0.712 0.0000
H -4.596 -0.961 0.786 -0.0001
H 0.038 -2.375 1.807 -0.0002
H 6.453 -1.351 -2.024 0.0004
C -4.793 -0.020 -1.791 0.0009
H -4.242 2.752 0.197 -0.0001
C 0.517 -2.762 -1.617 0.0040
Fe 2.936 1.071 -0.389 3.7407
```

## Properties
2S+1: 5
HOMO level (alpha / beta): -7.9 / -8.0 eV
DFT total energy: -147386.27605 eV
Kohn-Sham gap (alpha / beta): 7.70 / 7.69 eV
ΔE to the lowest compared entry with this formula, charge and spin: 0.0 kcal per mole

# 3
Molecular formula: C18H28BrMoN3O6Se
Method: DFT, ωB97M-V/def2-TZVPD

```
58
Properties=species:S:1:pos:R:3:lowdin_charge:R:1
C -0.122 3.688 -2.614 -0.0460
H 0.230 -1.635 -3.965 0.0800
H -1.057 0.494 -4.395 0.0796
C -3.814 -1.711 2.642 -0.0495
O 3.451 0.955 -0.968 -0.2969
H -1.255 -2.587 -3.698 0.0745
Se 0.031 2.336 1.423 -0.0393
H 0.110 3.701 -3.687 0.0710
C 3.490 -2.347 1.992 -0.0755
O -1.634 1.771 -1.126 -0.1254
H -2.514 -0.537 -4.320 0.0701
C 3.829 -1.803 3.217 -0.2974
H -1.879 -1.916 -0.891 0.0686
N 1.963 -0.493 1.526 -0.1545
C -0.061 0.079 -1.936 -0.2604
C 1.810 2.392 -1.699 -0.3237
C 2.549 -1.702 1.239 -0.6809
H 0.712 0.172 -2.682 0.0923
H -4.299 -1.855 1.670 0.0841
C -1.963 -0.513 3.821 -0.0332
H -2.215 0.944 1.746 0.0047
N -0.316 1.424 -1.402 -0.3359
C 3.204 -0.593 3.604 -0.0332
O -2.953 0.258 1.741 -0.0736
H -1.762 -1.420 4.408 0.0844
C -2.555 -0.890 2.462 -0.5729
O -1.474 -2.957 2.004 -0.0293
C 0.508 2.531 -1.917 -0.2748
H -3.567 -2.689 3.060 0.0718
H 3.812 3.002 -1.875 0.0558
H 0.234 4.625 -2.183 0.0731
C -0.511 -1.945 -3.211 -0.0932
H -2.410 0.935 -3.319 0.0707
H -1.464 2.080 -0.170 -0.0647
C -1.836 0.094 -3.721 -0.0664
H 2.631 4.331 -2.052 0.0712
H -1.029 0.044 3.684 0.0603
H 1.846 0.964 3.036 0.0238
Br 2.188 -2.284 -0.531 0.8463
H 3.929 -3.276 1.640 0.1096
O 4.746 -2.479 4.033 0.0130
C 2.848 3.283 -2.288 -0.0460
C -1.202 -0.737 -2.584 -0.5825
H -3.028 -1.843 -2.254 0.0761
H -4.508 -1.177 3.304 0.0745
H -2.825 -0.459 -1.143 0.0749
H -1.200 3.649 -2.499 0.0634
C -1.480 -1.739 1.734 -0.5937
C 2.319 0.022 2.780 -0.1231
H 2.898 3.184 -3.373 0.0722
H 0.003 -2.535 -2.442 0.0421
H 3.428 -0.129 4.564 0.1064
O -0.656 -1.170 0.930 -0.2171
H 4.830 -1.972 4.836 0.0741
Mo 0.764 0.278 0.041 1.1302
N 2.195 1.291 -0.901 -0.3547
C -2.302 -1.265 -1.655 -0.0548
H -2.670 0.133 4.361 0.0796
```

## Properties
Total charge: -2
HOMO level (alpha / beta): 0.5 / 0.4 eV
DFT total energy: -173117.76714 eV
Kohn-Sham gap (alpha / beta): 3.80 / 3.89 eV
ΔE to the lowest compared entry with this formula, charge and spin: 27.2 kcal per mole

# 4
Molecular formula: C18H28Cl2CuMgO20S2
Method: DFT, ωB97M-V/def2-TZVPD

```
72
Properties=species:S:1:pos:R:3:mulliken_spin:R:1
O -25.142 30.146 -11.568 0.0000
O -20.994 27.717 -17.719 -0.0001
H -17.702 31.149 -17.870 0.0000
H -27.356 32.747 -14.428 0.0000
H -26.044 40.476 -16.258 0.0000
C -23.859 30.506 -11.770 0.0006
O -23.482 31.442 -10.900 0.0001
C -18.459 31.225 -12.755 0.0000
O -21.697 29.721 -18.491 0.0004
C -26.610 38.419 -16.514 0.0000
H -27.733 36.790 -17.230 0.0000
H -23.955 31.033 -8.950 0.0000
H -25.104 33.578 -10.241 0.0000
O -23.835 36.477 -17.070 0.0000
O -23.242 30.165 -12.738 -0.0002
C -24.880 37.060 -17.127 0.0000
H -17.488 30.890 -13.118 0.0000
C -18.184 28.921 -11.650 0.0000
C -19.842 30.931 -17.740 0.0003
H -20.837 31.277 -19.520 0.0000
O -25.096 30.894 -14.659 0.0231
O -23.772 29.423 -15.587 0.0913
O -26.050 29.390 -16.417 0.3469
H -18.682 28.103 -11.134 0.0000
C -24.389 31.521 -9.825 0.0000
H -25.657 35.265 -13.998 0.0000
Cl -27.657 33.633 -12.212 0.0000
H -18.460 32.083 -12.088 0.0000
H -18.650 32.519 -18.551 0.0000
H -26.390 31.404 -10.660 -0.0001
H -19.571 30.557 -11.087 0.0000
O -21.369 34.160 -14.785 0.0001
S -25.193 29.577 -15.260 -0.0898
C -20.832 28.891 -17.903 0.0003
O -20.028 29.528 -12.976 0.0002
C -19.160 30.064 -11.967 0.0001
H -27.628 40.321 -16.310 0.0000
H -19.865 31.334 -16.724 0.0000
C -18.598 31.435 -18.410 0.0000
O -23.517 34.547 -15.399 0.0001
H -25.980 29.933 -9.661 -0.0001
C -24.805 32.931 -9.420 0.0000
H -17.487 29.317 -10.903 0.0000
C -20.196 30.468 -13.951 0.0011
H -26.693 40.168 -17.883 0.0000
C -26.466 34.695 -14.447 0.0001
H -27.137 38.086 -15.624 0.0000
O -22.674 32.333 -15.955 -0.0018
O -19.293 31.431 -13.880 0.0000
C -21.148 31.059 -18.491 0.0000
C -26.787 33.360 -13.731 -0.0001
H -25.877 32.813 -13.516 -0.0001
H -24.004 33.395 -8.840 0.0000
O -19.672 29.502 -17.637 0.0000
C -25.617 30.721 -10.312 0.0003
H -17.633 28.613 -12.533 0.0000
Cl -27.896 35.765 -14.491 0.0000
Cu -21.920 35.976 -15.788 0.0001
C -26.771 39.893 -16.837 0.0000
O -25.577 28.593 -14.220 0.6215
O -21.072 30.462 -14.764 0.0035
C -27.034 37.496 -17.684 0.0000
H -21.889 31.785 -18.176 -0.0005
H -26.157 34.529 -15.477 0.0001
H -27.535 37.944 -18.536 0.0000
H -25.621 32.873 -8.697 0.0000
H -18.585 31.074 -19.443 0.0000
S -22.615 33.449 -14.984 -0.0006
O -23.016 32.621 -13.809 -0.0004
O -25.805 36.882 -18.044 0.0000
Mg -23.216 31.006 -14.736 0.0038
O -25.229 38.067 -16.325 0.0000
```

## Properties
2S+1: 2
HOMO level (alpha / beta): -9.0 / -9.0 eV
DFT total energy: -156872.23266 eV
Kohn-Sham gap (alpha / beta): 8.40 / 5.64 eV

Question: Which formula does entry 1 have?
Answer: C18H28BrCl2F3N4O3P

Question: Which value of DFT total energy does entry 2 give?
Answer: -147386.27605 eV